This record from OMol25 describes a cluster of 2 separate species, CH7N4P2 in total. The level of theory is ωB97M-V with the def2-TZVPD basis set.

```
14
Properties=species:S:1:pos:R:3:forces:R:3
C 0.987372 0.233623 0.156443 0.2 -0.1 -0.3
N -3.066782 0.289687 -0.152785 -0.4 -0.3 0.0
N 2.148840 -0.253884 -0.331491 0.1 -0.1 0.0
N 0.416449 -0.465803 1.181008 0.1 -0.2 0.2
N 0.374772 1.262804 -0.314126 -1.7 0.5 0.3
P -4.091111 -0.875259 -0.298520 0.1 -0.2 -0.1
P -2.225751 1.530522 0.300248 1.5 0.5 -0.1
H 2.595551 -1.057116 0.074665 0.0 0.1 0.0
H 2.599171 0.181446 -1.117941 -0.1 0.0 0.1
H 1.015489 -1.086283 1.702135 -0.1 0.0 0.1
H -0.243502 0.049581 1.742028 0.2 0.0 0.0
H 0.788091 1.721499 -1.113693 0.1 -0.1 0.0
H -3.141058 -1.895095 -0.593211 0.0 -0.1 0.0
H -2.207174 2.180365 -0.952402 0.0 0.1 -0.1
```
Positions in Å, forces in eV/Å.

Output
charge: +1
relative energy (zero: lowest compared OMol25 entry of this formula, charge and spin): 139.59 kJ/mol
HOMO energy: -13.136 eV
energy: -943.7557 a.u.
gap between HOMO and LUMO: 7.7060 eV